Formula: C2H13NO4
Source: OMol25
Level of theory: ωB97M-V/def2-TZVPD

The geometry in ORCA input format:
```
! RIJCOSX wB97M-V def2-TZVPD def2/J DEFGRID3
* xyz 0 1
C -1.2027 -0.3337 2.5690
N -0.5443 0.3672 1.7631
C 0.8960 0.2901 1.6896
H -2.2503 -0.5660 2.4359
H -0.7975 -0.9433 3.3822
H 1.3679 0.1511 2.6959
H 1.2929 1.3131 1.5269
H 1.2016 -0.4348 0.9619
O -2.1806 -0.1749 -2.7887
H -2.3662 0.4417 -2.0454
H -2.5973 -0.9490 -2.3982
O -0.6222 2.5509 -0.1194
H -0.7696 1.8359 0.5179
H 0.0167 3.1793 0.2351
O 2.3283 -0.3805 -1.4934
H 2.6440 0.0381 -0.6934
H 1.6335 0.1960 -1.8214
O 0.9163 -2.3369 -0.8085
H 1.8125 -1.9814 -0.9270
H 0.6941 -2.0849 0.0950
*
```

The calculation puts the strongest force on any atom at 3.50 eV/A. Its HOMO-LUMO gap is 10.862 eV. The HOMO energy comes out at -10.45 eV. The calculation puts the total energy at -439.646907 Ha.

Atom charges from the natural (NBO) analysis, given in e for atoms 1 to 2: number 1, C, carries -0.01; number 2, N, carries -0.44

Formula: C51H52CsN5O3P2S2SeSi
Source: OMol25
Level of theory: ωB97M-V/def2-TZVPD

The geometry in ORCA input format:
```
! RIJCOSX wB97M-V def2-TZVPD def2/J DEFGRID3
* xyz -2 1
Cs -0.0941 -0.7765 0.0131
N -1.1413 -9.4990 -1.7724
C -0.7569 -8.1603 -1.8836
C 0.4889 -7.8264 -2.4183
C 0.8321 -6.5000 -2.5923
C -0.0540 -5.5001 -2.2371
C -1.2921 -5.8172 -1.7155
C -1.6443 -7.1438 -1.5338
S 0.4642 -3.7774 -2.3818
O 1.7190 -3.7966 -3.1077
O -0.6109 -3.0597 -3.0404
N 0.5786 -3.1469 -0.9237
C 1.4492 -3.6772 -0.0799
N 1.9475 -4.9142 -0.2985
C 2.8252 -5.3694 0.5692
C 3.2448 -4.6541 1.6794
C 2.6448 -3.4085 1.8364
N 1.7730 -2.9246 0.9889
H -0.3723 -10.1494 -1.6956
H -1.8663 -9.6772 -1.0903
H 1.1802 -8.6194 -2.6760
H 1.7869 -6.2059 -2.9965
H -1.9751 -5.0198 -1.4649
H -2.5986 -7.4082 -1.0962
H 3.2045 -6.3664 0.3528
H 3.9820 -5.0379 2.3690
H 2.8754 -2.7676 2.6785
C 1.7070 -1.7339 -5.0924
P 1.4258 -1.0157 -3.3893
C 3.1268 -0.3725 -3.0510
C 4.0952 0.0280 -3.9701
C 5.3129 0.5267 -3.5379
C 5.5859 0.6559 -2.1859
C 4.6384 0.2519 -1.2611
C 3.4312 -0.2634 -1.6953
C 0.6356 0.5010 -4.0659
C 1.2475 1.7211 -4.3209
C 0.5353 2.7313 -4.9473
C -0.7682 2.5206 -5.3622
C -1.3943 1.3208 -5.0774
C -0.7062 0.3325 -4.4006
P 0.0761 -2.1862 -5.8738
C 0.2375 -4.0078 -6.0551
C 1.1302 -4.6340 -6.9155
C 1.1505 -6.0137 -7.0013
C 0.2845 -6.7808 -6.2395
C -0.6159 -6.1599 -5.3912
C -0.6524 -4.7804 -5.3204
C 0.4706 -1.7854 -7.6555
C 1.7404 -1.5857 -8.1885
C 1.9157 -1.2712 -9.5248
C 0.8231 -1.1517 -10.3655
C -0.4480 -1.3541 -9.8531
C -0.6186 -1.6641 -8.5157
H 2.3719 -2.5941 -4.9973
H 2.1423 -0.9467 -5.7126
H 3.9122 -0.0261 -5.0347
H 6.0558 0.8303 -4.2644
H 6.5258 1.0787 -1.8569
H 4.8224 0.3373 -0.1979
H 2.7093 -0.5998 -0.9618
H 2.2711 1.8931 -4.0129
H 1.0052 3.6901 -5.1239
H -1.3048 3.2997 -5.8851
H -2.4260 1.1661 -5.3568
H -1.2083 -0.5730 -4.0927
H 1.8101 -4.0524 -7.5245
H 1.8454 -6.4913 -7.6791
H 0.3079 -7.8592 -6.3139
H -1.2933 -6.7457 -4.7871
H -1.3451 -4.2812 -4.6634
H 2.6125 -1.6762 -7.5562
H 2.9179 -1.1270 -9.9071
H 0.9631 -0.8956 -11.4073
H -1.3080 -1.2693 -10.5034
H -1.6147 -1.8066 -8.1179
C -5.3067 4.1220 -2.6100
C -3.9799 3.9974 -1.8633
C -3.2051 2.8755 -2.3084
N -2.6275 1.9609 -2.6811
H -5.8706 4.9569 -2.1959
H -5.8956 3.2133 -2.5009
H -5.1530 4.2974 -3.6750
H -4.1456 3.8463 -0.7910
H -3.3770 4.9037 -1.9633
C -1.2890 4.5098 4.3627
Si -2.5114 5.2041 3.0775
C -1.9668 6.9990 2.6846
C -4.2435 5.2925 3.8892
Se -2.5885 3.9789 1.2513
H -1.2883 5.0848 5.2858
H -0.2807 4.5103 3.9595
H -1.5375 3.4801 4.6001
H -2.2357 7.6911 3.4773
H -2.4204 7.3504 1.7636
H -0.8906 7.0417 2.5509
H -4.3262 6.1093 4.5999
H -4.4561 4.3661 4.4124
H -5.0147 5.4218 3.1365
C 2.4467 -5.7968 6.6473
C 2.2513 -5.7633 8.1368
O 2.3796 -6.7292 8.8521
S 1.8489 -4.2004 8.8656
C 1.5746 -3.1083 7.4790
C 2.6044 -2.3113 6.9849
C 2.3967 -1.5425 5.8644
C 1.1533 -1.5454 5.1934
C 0.1090 -2.3071 5.7654
C 0.3136 -3.0728 6.8842
C 0.9438 -0.8880 3.9758
C 0.7396 -0.4318 2.8496
H 3.5074 -5.9513 6.4491
H 2.1273 -4.8765 6.1689
H 1.9035 -6.6402 6.2240
H 3.5673 -2.3229 7.4799
H 3.2024 -0.9348 5.4723
H -0.8610 -2.2901 5.2863
H -0.4846 -3.6729 7.3011
*
```

The calculation puts the strongest force on any atom at 2.10 eV/A. Its HOMO-LUMO gap is 5.381 eV. The HOMO energy comes out at -1.94 eV. The calculation puts the total energy at -6664.315780 Ha.

Atom charges from the Mulliken analysis, given in e for atoms 1 to 2: number 1, Cs, carries 1.49; number 2, N, carries -0.62

Formula: C33H35N8O4S4Ti
Source: OMol25
Level of theory: ωB97M-V/def2-TZVPD

The geometry in ORCA input format:
```
! RIJCOSX wB97M-V def2-TZVPD def2/J DEFGRID3
* xyz 1 1
Ti 1.0450 0.3563 1.1597
S 3.3460 0.0977 0.8873
C 3.4518 0.1935 -0.8646
N 4.5359 -0.0128 -1.5656
N 5.6139 -0.3747 -0.9646
C 6.8168 -0.6198 -1.6650
C 6.8907 -0.4726 -3.0433
C 8.0960 -0.7292 -3.6754
C 9.2099 -1.1253 -2.9467
C 9.1193 -1.2659 -1.5697
C 7.9212 -1.0138 -0.9219
N 2.3774 0.5773 -1.6072
N 1.3052 0.7062 -0.9639
C 0.1768 1.1521 -1.7121
C 0.3200 1.8016 -2.9360
C -0.8134 2.2065 -3.6161
C -2.0767 1.9727 -3.0801
C -2.2076 1.3399 -1.8540
C -1.0772 0.9305 -1.1653
H 5.6174 -0.4844 0.0474
H 6.0205 -0.1602 -3.6019
H 8.1651 -0.6158 -4.7488
H 10.1460 -1.3215 -3.4510
H 9.9828 -1.5712 -0.9947
H 7.8462 -1.1192 0.1542
H 1.3079 1.9840 -3.3337
H -0.7129 2.7109 -4.5679
H -2.9591 2.2905 -3.6212
H -3.1796 1.1586 -1.4151
H -1.2188 0.4144 -0.2172
C -2.1732 -0.4247 4.1270
C -1.1787 0.1618 3.3309
N -0.5556 -0.5034 2.3726
C -0.9221 -1.7907 2.1413
C -1.8893 -2.4554 2.8872
C -2.5233 -1.7271 3.9159
C -2.1897 -3.8219 2.5756
C -1.5562 -4.4585 1.5671
C -0.5687 -3.7830 0.7779
C 0.0972 -4.3715 -0.3063
C 1.0061 -3.6301 -1.0164
C 1.2616 -2.3116 -0.6369
N 0.6553 -1.7251 0.3858
C -0.2560 -2.4545 1.0739
H -2.6503 0.1771 4.8862
H -0.8800 1.1864 3.5065
H -3.2826 -2.2051 4.5222
H -2.9389 -4.3324 3.1669
H -1.7885 -5.4891 1.3314
H -0.1161 -5.3981 -0.5775
H 1.5383 -4.0457 -1.8597
H 1.9899 -1.7306 -1.1811
S -3.6085 1.3447 1.5133
C -3.3932 2.8859 0.8345
N -2.2910 3.5981 1.0638
C -2.0260 4.9302 0.5368
C -2.7934 5.1215 -0.7587
C -4.2518 4.7612 -0.5322
N -4.3284 3.4187 0.0311
H -1.6198 3.1906 1.6965
H -0.9518 5.0174 0.3758
H -2.3150 5.6881 1.2705
H -2.3718 4.4768 -1.5325
H -2.7112 6.1549 -1.0927
H -4.8070 4.7689 -1.4695
H -4.7220 5.4847 0.1407
H -5.1770 2.8847 -0.0483
C -4.6042 -1.5151 -1.3364
C -3.8792 -1.6597 -2.6910
C -2.5334 -2.2824 -2.3145
O -2.3059 -1.9168 -0.9583
C -3.5765 -2.0086 -0.3138
H -5.5191 -2.1037 -1.2926
H -4.8697 -0.4781 -1.1329
H -3.7279 -0.6879 -3.1576
H -4.4271 -2.2843 -3.3948
H -1.6952 -1.9119 -2.9048
H -2.5703 -3.3770 -2.3996
H -3.5413 -1.3918 0.5838
H -3.7694 -3.0521 -0.0340
O 0.6049 2.2197 1.0943
S 1.3402 2.6284 2.4330
O 1.5816 1.1195 2.8307
O 2.5691 3.2846 2.1444
S 0.1340 3.4798 3.6298
*
```

The calculation puts the strongest force on any atom at 0.12 eV/A. Its HOMO-LUMO gap is 6.159 eV. The HOMO energy comes out at -10.27 eV. The calculation puts the total energy at -4459.687242 Ha.

Atom charges from the Mulliken analysis, given in e for atoms 1 to 2: number 1, Ti, carries -0.15; number 2, S, carries -0.36

Formula: C4H7NO2
Source: OMol25
Level of theory: ωB97M-V/def2-TZVPD

The geometry in ORCA input format:
```
! RIJCOSX wB97M-V def2-TZVPD def2/J DEFGRID3
* xyz 0 1
C -1.9519 -1.2726 0.5933
N -0.8770 -0.5375 -0.0512
C -0.8036 0.6893 0.2161
O 0.0912 1.5565 -0.3159
C 1.2295 1.1406 -1.0009
C 2.0954 0.1602 -0.2723
O 1.4952 1.6688 -2.0383
H -2.6223 -0.6409 1.1977
H -2.5525 -1.7856 -0.1657
H -1.5295 -2.0394 1.2499
H -1.4766 1.2431 0.8764
H 2.3446 0.5741 0.7099
H 2.9947 0.0245 -0.8731
H 1.5628 -0.7812 -0.1259
*
```

The calculation puts the strongest force on any atom at 0.56 eV/A. Its HOMO-LUMO gap is 11.354 eV. The HOMO energy comes out at -10.41 eV. The calculation puts the total energy at -361.837809 Ha.

Atom charges from the natural (NBO) analysis, given in e for atoms 1 to 2: number 1, C, carries -0.43; number 2, N, carries -0.48

Formula: C32H48O24
Source: OMol25
Level of theory: ωB97M-V/def2-TZVPD

The geometry in ORCA input format:
```
! RIJCOSX wB97M-V def2-TZVPD def2/J DEFGRID3
* xyz 0 1
C 1.1378 36.6148 -20.2870
C 2.0124 35.9303 -19.1539
C 2.6228 36.9549 -18.2571
O 1.9528 36.7327 -17.0105
C 0.9805 35.7307 -17.1537
O 0.2741 35.3341 -16.2453
O 1.1121 35.1779 -18.3030
H 0.4583 37.3473 -19.8513
H 0.5697 35.9706 -20.9580
H 1.8701 37.0368 -20.9753
H 2.7873 35.2703 -19.5437
H 2.5704 37.8622 -18.8590
H 3.6574 36.7871 -17.9577
C 13.6881 32.3477 -9.2765
C 14.5105 31.5456 -8.1224
C 15.9875 31.4183 -8.4071
O 16.5390 32.4300 -7.6862
C 15.6824 32.9363 -6.8956
O 15.9636 33.6342 -5.9235
O 14.4938 32.4185 -7.1094
H 12.6267 32.4500 -9.0504
H 13.8907 31.9754 -10.2807
H 14.2130 33.3030 -9.2734
H 14.0289 30.5880 -7.9245
H 16.2568 31.4819 -9.4614
H 16.3302 30.4629 -8.0097
C 5.8924 42.5445 -1.2711
C 5.5854 42.9061 -2.7870
C 6.1955 44.1102 -3.5795
O 6.8407 43.3696 -4.6861
C 6.6864 42.0547 -4.6331
O 7.2573 41.1626 -5.2955
O 5.9189 41.6974 -3.6083
H 6.9718 42.4024 -1.2185
H 5.3186 41.7189 -0.8500
H 5.7991 43.4296 -0.6418
H 4.5634 43.2182 -3.0019
H 6.8015 44.5610 -2.7936
H 5.3655 44.6938 -3.9777
C 7.7789 28.9391 -8.1136
C 8.3794 28.1742 -9.3367
C 8.2443 26.6783 -9.3898
O 7.2578 26.4839 -10.3603
C 6.9080 27.5397 -10.9087
O 6.0408 27.6157 -11.7142
O 7.5808 28.5838 -10.4129
H 8.4591 29.1975 -7.3020
H 7.0337 28.2525 -7.7119
H 7.4911 29.9167 -8.5003
H 9.3687 28.5202 -9.6362
H 7.6306 26.2775 -8.5830
H 9.2111 26.1987 -9.5431
C 8.1045 35.8385 -10.6470
C 7.7036 36.0033 -12.1205
C 8.3174 37.2579 -12.8103
O 8.4206 36.7664 -14.1653
C 8.5015 35.4223 -14.2309
O 8.9798 34.7982 -15.1417
O 8.2463 34.9819 -13.0160
H 7.8695 34.7953 -10.4358
H 7.5451 36.5125 -9.9982
H 9.1602 36.0127 -10.4391
H 6.6286 36.1339 -12.2443
H 9.2062 37.4762 -12.2182
H 7.6220 38.0946 -12.8767
C 2.1296 40.6243 -12.4449
C 0.9831 41.2854 -13.3082
C -0.3086 40.4436 -13.5552
O -1.2457 41.3660 -13.1702
C -0.6995 42.4854 -12.5103
O -1.2840 43.3993 -12.0070
O 0.6082 42.3103 -12.4070
H 2.9842 41.2563 -12.2034
H 2.5217 39.8077 -13.0512
H 1.7926 40.0727 -11.5673
H 1.5148 41.4513 -14.2451
H -0.4594 39.6665 -12.8059
H -0.2941 40.0833 -14.5838
C 8.9378 32.2054 -22.6160
C 8.5918 32.1774 -24.0881
C 9.7119 31.9692 -25.1748
O 9.4185 30.8231 -25.8462
C 8.3886 30.2367 -25.3722
O 7.7671 29.2980 -25.8475
O 7.8969 30.9610 -24.2941
H 8.1853 32.0727 -21.8386
H 9.1830 33.2438 -22.3933
H 9.8233 31.6439 -22.3179
H 7.9213 32.9579 -24.4479
H 10.6115 31.8045 -24.5817
H 9.9175 32.9265 -25.6537
C 10.4666 41.1589 -17.9858
C 9.3362 41.5461 -19.0716
C 9.7685 41.6234 -20.5358
O 9.4074 40.2943 -21.0143
C 8.4675 39.8109 -20.2035
O 7.7863 38.7975 -20.4227
O 8.3121 40.5976 -19.1753
H 11.4138 41.6330 -18.2428
H 10.7485 40.1069 -18.0293
H 10.2080 41.3919 -16.9529
H 9.1070 42.5648 -18.7586
H 10.7876 41.9818 -20.6812
H 9.0153 42.3476 -20.8460
*
```

The calculation puts the strongest force on any atom at 6.30 eV/A. Its HOMO-LUMO gap is 10.722 eV. The HOMO energy comes out at -10.63 eV. The calculation puts the total energy at -3053.752515 Ha.

Atom charges from the Mulliken analysis, given in e for atoms 1 to 2: number 1, C, carries -1.30; number 2, C, carries 0.32

Formula: C3H10N3
Source: OMol25
Level of theory: ωB97M-V/def2-TZVPD

The geometry in ORCA input format:
```
! RIJCOSX wB97M-V def2-TZVPD def2/J DEFGRID3
* xyz 1 1
C 0.4307 -2.4395 -1.2648
N -0.0534 -1.1065 -0.8995
C 0.4147 -0.4476 0.1086
N -0.2793 0.8774 0.5814
C 0.4379 1.7016 1.4796
N -1.2769 1.3771 -0.2738
H 0.7825 -2.3772 -2.1956
H -0.4590 -3.0065 -1.2310
H 1.3140 -2.5749 -0.6491
H -0.7221 -0.5314 -1.3847
H 1.1164 -0.6839 0.9334
H 0.7100 1.3299 2.4767
H 1.3153 2.0938 1.0568
H -0.0465 2.5454 1.6380
H -2.1810 0.8965 -0.2403
H -1.5033 2.3457 -0.1357
*
```

The calculation puts the strongest force on any atom at 7.02 eV/A. Its HOMO-LUMO gap is 9.194 eV. The HOMO energy comes out at -13.15 eV. The calculation puts the total energy at -284.224246 Ha.

Atom charges from the natural (NBO) analysis, given in e for atoms 1 to 2: number 1, C, carries -0.39; number 2, N, carries -0.48

Here are the calculated relative energy (zero: lowest compared OMol25 entry of this formula, charge and spin) numbers, same order: 199.23, 107.26, 8.63, 113.02, 818.91, 398.36 (kJ/mol).
Here are the calculated molecular weight numbers, same order: 115.1, 1149.0, 783.8, 101.1, 816.7, 88.1 (Da).